[1]
Density functional theory data (wB97M-V/def2-TZVPD) for a cluster of 2 separate species, C50H60BN2 in total.

Energy   -2075.2709 a.u.
2S+1   1
E_HOMO   -10.1 eV
ΔE to the lowest compared entry with this formula, charge and spin   33.9 kcal/mol
Net charge   +1
Frontier orbital gap   6.13 eV

CARTESIAN COORDINATES (ANGSTROEM)
1 N -1.3714 -0.5657 -0.5443
2 N -0.4962 -0.0371 -2.5213
3 C 3.4218 3.8782 4.4117
4 C -0.6273 -3.3477 0.3395
5 C 0.0970 -0.1440 4.9052
6 C -0.3459 2.1052 4.0967
7 C 1.4907 -0.5483 -5.6931
8 C -1.6164 -2.6467 2.5655
9 C -1.6975 -1.3112 -6.0654
10 C -0.9886 -2.7369 -4.0664
11 C -2.7435 -0.5520 2.9016
12 C 2.3261 1.3240 -4.4941
13 C 2.4899 1.8550 3.3409
14 C -2.4196 -0.5467 -1.4664
15 C -1.3912 -3.4938 -0.9650
16 C -2.4236 -0.0888 1.6206
17 C -0.8488 -0.0153 5.9257
18 C -1.2312 2.2677 5.1623
19 C -0.7432 2.9338 -2.9081
20 C 4.1022 -2.5204 3.4473
21 C 0.7981 3.6659 -4.6799
22 C -4.5567 0.8790 0.6481
23 C 4.9061 1.9420 4.0660
24 C 1.8111 -1.7622 2.9945
25 C -0.5190 -1.8703 -5.2252
26 C 3.7885 1.2954 3.4866
27 C 4.5975 -1.1989 3.4686
28 C -3.1420 1.2286 1.1987
29 C -0.2184 -0.1005 -1.1687
30 C 2.2617 -0.4482 3.0528
31 C 0.8045 -2.9686 0.0020
32 C -1.2568 -2.2853 1.2755
33 C 2.5257 0.3388 -5.4424
34 C 2.3572 3.1760 3.7928
35 C 2.7443 -2.7923 3.2091
36 C -1.8819 -0.1963 -2.6322
37 C -3.3995 2.1501 2.3989
38 C -1.5342 1.1808 5.9981
39 C 0.1890 -2.9095 -6.1788
40 C -2.2918 2.0338 0.2126
41 C -2.1997 -1.7170 3.4075
42 C -0.6468 -4.7213 1.0256
43 C 4.6750 3.2343 4.5467
44 C 0.4345 -0.7381 -4.8088
45 C -1.5792 -0.9243 0.8469
46 C 0.6928 2.7780 -3.4124
47 C 1.4082 0.7972 2.8317
48 C 0.3418 0.8717 3.9341
49 C 1.7330 3.3503 -2.4068
50 C 1.1234 1.3509 -3.7655
51 C 3.6493 -0.1740 3.2989
52 C 0.3890 0.1405 -3.6463
53 B 0.8556 0.6184 -0.3505
54 H -0.2361 3.0117 3.4712
55 H -1.2656 -0.7560 -6.9238
56 H 0.8260 1.7865 -0.4390
57 H -3.4515 -0.0467 3.5602
58 H -1.7576 -2.1969 -3.5450
59 H 5.4518 3.7681 5.0857
60 H 2.7133 3.3483 -2.8971
61 H 3.2463 4.9034 4.8457
62 H -5.0758 1.8212 0.4570
63 H -0.9151 2.4714 -1.9232
64 H 3.0972 2.0908 -4.3429
65 H 1.7680 2.7029 -1.5176
66 H 1.4510 -2.9789 0.8811
67 H 0.1513 3.2061 -5.4449
68 H 1.4514 4.3848 -2.1523
69 H 4.8052 -3.3356 3.6499
70 H -1.6670 -5.0025 1.3220
71 H -2.2446 1.5749 -0.7593
72 H 0.7495 -1.9389 2.7474
73 H -5.0628 0.3471 1.4674
74 H -1.4438 -3.6747 -4.4215
75 H -2.2321 1.2743 6.8213
76 H 0.3343 -2.4851 -7.1883
77 H 0.8374 -1.9545 -0.4142
78 H 0.9475 0.9208 1.8134
79 H 1.5772 -1.0972 -6.6197
80 H 1.8225 3.7179 -5.0417
81 H -1.7646 3.2271 5.3606
82 H -4.0715 1.6610 3.0887
83 H -3.4317 -0.8596 -1.2140
84 H -1.2507 2.2228 0.5543
85 H -0.9335 4.0215 -2.8219
86 H 1.1706 -3.2380 -5.7701
87 H -1.2206 -2.5978 -1.5440
88 H -2.3546 -0.1411 -3.5900
89 H -0.9997 -4.3494 -1.5352
90 H 0.4434 4.6753 -4.4538
91 H -2.3119 -2.1539 -6.4352
92 H -2.7719 2.9897 0.0085
93 H 1.4472 3.7705 3.6605
94 H 1.8165 0.0016 -0.4190
95 H -3.9281 3.0564 2.0694
96 H -1.3326 -3.5715 3.0566
97 H 1.2126 -3.6534 -0.7417
98 H 5.9115 1.4888 4.1138
99 H -2.4661 -3.6410 -0.7925
100 H 5.6770 -1.0034 3.6379
101 H -2.3204 -0.6453 -5.4497
102 H 2.3761 -3.7998 3.3802
103 H -2.3233 -1.9357 4.4596
104 H -0.3179 -5.5038 0.3250
105 H -0.4408 -3.8082 -6.3167
106 H 0.6103 -1.0932 4.8666
107 H -1.0111 -0.8308 6.6456
108 H 3.4242 0.3668 -6.0688
109 H -1.4476 2.5116 -3.6621
110 H -2.4624 2.3957 2.9119
111 H -4.4982 0.2649 -0.2694
112 H 0.0016 -4.7466 1.8849
113 H -0.1530 -2.9782 -3.4034

***

[2]
Density functional theory data (wB97M-V/def2-TZVPD) for a cluster of 3 separate species, C50H60ClFN5O9P2S3 in total.

Energy   -5329.1149 a.u.
2S+1   1
E_HOMO   -10.7 eV
ΔE to the lowest compared entry with this formula, charge and spin   113.8 kcal/mol
Net charge   +1
Frontier orbital gap   6.82 eV

CARTESIAN COORDINATES (ANGSTROEM)
1 Cl -1.1322 1.2135 5.2299
2 S 5.6764 -0.0167 4.9721
3 S 5.2134 3.6633 3.6648
4 S 7.0638 0.0297 -0.2717
5 P 4.0520 -2.7118 3.7688
6 P 2.1000 -1.8992 0.3381
7 F 3.1004 2.0520 2.9071
8 O -6.8623 -0.9822 -0.1690
9 O -9.1949 0.4778 -4.7420
10 O 3.9764 -3.5582 5.0491
11 O 3.2760 -3.7120 2.6345
12 O 5.6204 -2.8298 3.2544
13 O 6.1563 1.2660 5.6085
14 O 6.8055 -0.4021 4.1099
15 O -2.6463 3.2151 -7.0651
16 O 0.3989 -0.1422 -4.2430
17 N 4.8675 -0.6839 1.4261
18 N 3.4839 1.0227 5.1115
19 N 1.2355 -2.1273 3.4407
20 N 4.0677 0.2370 4.1318
21 N 1.4533 2.1252 -0.6044
22 C -0.8994 -1.9544 1.9146
23 C -9.4200 -0.6196 -2.6781
24 C 0.8624 0.1901 3.7159
25 C -1.6063 0.9992 -8.4112
26 C -1.3642 1.2478 -7.0625
27 C 5.4509 -1.0924 6.4879
28 C -4.5379 0.9965 -3.0224
29 C -2.4457 -1.9531 -0.1795
30 C -0.5459 0.3844 -6.3312
31 C 4.5407 -3.4111 -0.2516
32 C -6.6186 0.0469 -2.2666
33 C 0.9018 -1.1261 -0.9436
34 C 4.5387 5.1396 1.3392
35 C 3.6306 1.1555 0.2505
36 C -9.5191 -1.7597 -0.5525
37 C -5.1360 1.3438 -4.2324
38 C 5.8363 -0.4486 0.7054
39 C 0.5869 -0.6225 6.2509
40 C -6.4761 1.0554 -4.4540
41 C -0.3186 0.6081 -4.8839
42 C 2.3874 -0.5559 1.6494
43 C -1.9767 2.4336 -6.4170
44 C 3.2601 -1.0351 4.0080
45 C -1.7152 -2.8584 0.8862
46 C 5.6281 5.0242 2.4816
47 C -0.0830 -0.2758 4.8825
48 C -0.8283 1.9461 -2.8551
49 C -1.4357 3.0250 -2.2270
50 C -10.8496 -2.0773 -0.7876
51 C 3.7551 0.2887 1.5288
52 C -5.2780 0.3499 -2.0426
53 C -1.0243 -0.0990 -9.0294
54 C 0.1710 -2.7760 2.7287
55 C -2.3635 3.7366 -4.3337
56 C -7.3869 -0.6758 -1.2250
57 C -8.6567 0.1209 -3.7117
58 C -0.9858 1.7564 -4.2257
59 C -8.8020 -1.0249 -1.4938
60 C 0.0498 -0.7069 -6.9601
61 C -2.1979 3.9247 -2.9675
62 C 2.5008 2.2301 0.1292
63 C -0.1892 -0.9463 -8.3061
64 C -10.7604 -0.9258 -2.9022
65 C 1.9053 -0.8778 3.1554
66 C 3.5371 -2.3105 -0.7923
67 C 5.3616 2.0471 2.7152
68 C -7.2228 0.4109 -3.4699
69 C -11.4725 -1.6524 -1.9581
70 C -1.7651 2.6460 -4.9652
71 C 4.1358 1.0770 2.8740
72 H 2.6399 3.1805 0.7057
73 H -1.8407 -1.0443 -0.4371
74 H 0.2714 -1.7980 -8.7926
75 H 0.5820 -3.5489 2.0110
76 H 3.0653 -2.7811 -1.7033
77 H 1.2088 -1.5642 6.2466
78 H 0.6957 -1.3718 -6.4002
79 H 1.5839 1.2433 -1.1034
80 H 3.7858 -4.5376 2.5938
81 H 3.5328 5.1547 1.8357
82 H 4.1620 -1.4735 -1.1800
83 H 5.4336 2.4414 1.6630
84 H -1.3139 3.1659 -1.1597
85 H 0.1304 -1.8837 -1.1452
86 H -1.6756 -1.6029 2.6563
87 H 4.6692 6.0857 0.7581
88 H 1.1406 0.2419 6.7158
89 H -0.2365 1.2522 -2.2751
90 H -11.2473 -0.6019 -3.8137
91 H 4.5478 1.7259 -0.0718
92 H -1.0790 -3.6685 0.4578
93 H -2.2512 1.6587 -8.9789
94 H 4.6000 4.2803 0.6206
95 H 5.8836 -2.1104 6.2993
96 H -2.6666 4.7702 -2.4782
97 H 5.9927 -0.6620 7.3597
98 H -0.2436 -0.8430 6.9773
99 H -0.5252 -1.0323 1.4094
100 H 5.9247 -3.7367 3.4163
101 H 1.2543 1.1715 4.0599
102 H 6.6323 4.9020 2.0072
103 H 3.4355 0.4571 -0.6135
104 H -11.4035 -2.6550 -0.0572
105 H -1.2197 -0.2945 -10.0769
106 H 3.7794 1.9735 5.2864
107 H 4.0389 -4.4150 -0.1751
108 H 1.4360 -0.8201 -1.8841
109 H -2.5187 -3.3563 1.4967
110 H -2.9621 4.4374 -4.9031
111 H 2.6249 0.7879 5.5786
112 H 2.8531 -1.2096 5.0487
113 H -0.8235 -1.0593 4.6227
114 H 5.3568 -3.5320 -1.0101
115 H 0.1544 0.4446 2.8764
116 H -9.0398 -2.0878 0.3617
117 H 1.6002 0.2157 1.3858
118 H -3.4936 1.2275 -2.8473
119 H -4.8086 0.0772 -1.1051
120 H 6.3784 1.6693 2.9298
121 H 0.3738 -0.2409 -0.4781
122 H -2.5941 -2.5686 -1.1079
123 H -4.5555 1.8406 -5.0011
124 H 5.6348 5.9772 3.0588
125 H -12.5138 -1.8933 -2.1361
126 H 4.9984 -3.1629 0.7311
127 H -0.4301 -3.4032 3.4525
128 H -6.9374 1.3298 -5.3949
129 H 4.3650 -1.1519 6.7528
130 H 1.3766 -2.5350 4.3551
131 H -3.4469 -1.6099 0.1956

***

[3]
Density functional theory data (wB97M-V/def2-TZVPD) for a cluster of 10 separate species, C50H60N9PS in total.

Energy   -3173.4406 a.u.
2S+1   1
SMILES   CC[PH3]CSCC.c1ccncc1.c1ccncc1.c1ccncc1.c1ccncc1.c1ccncc1.c1ccncc1.c1ccncc1.c1ccncc1.c1ccncc1
E_HOMO   -7.7 eV
Frontier orbital gap   8.24 eV

CARTESIAN COORDINATES (ANGSTROEM)
1 S -0.4381 2.6109 2.5790
2 P 2.1307 2.7510 0.9348
3 N 2.0215 3.0242 -2.7090
4 N -10.8915 -4.5732 1.9291
5 N 6.4797 2.8723 2.2332
6 N -0.1108 1.1291 -7.7177
7 N -6.2010 -3.9754 5.4719
8 N 7.9865 4.0262 -3.3659
9 N -3.0218 -4.4160 10.5990
10 N 4.0762 0.2110 -11.2026
11 N -6.6823 -1.7448 0.7645
12 C -0.4577 -0.4998 -9.9531
13 C -1.3102 0.6386 -8.0462
14 C -6.5123 -4.2189 6.7489
15 C -2.1780 2.6308 2.0100
16 C -1.5357 -0.1753 -9.1439
17 C -8.3472 -4.8234 3.0438
18 C -2.4075 -4.9656 12.8550
19 C 5.2457 3.7784 -2.9102
20 C -1.7255 -4.4720 10.2777
21 C 8.7098 3.7606 2.3069
22 C 1.9423 4.1122 -3.4857
23 C -3.3374 -4.6630 11.8739
24 C -10.6069 -5.5322 2.8149
25 C 0.9137 0.8012 -8.5121
26 C 8.1566 1.8324 3.6012
27 C 6.1616 -0.2029 -10.0846
28 C -1.0701 -5.0194 12.4969
29 C -2.4177 1.7049 0.7680
30 C 0.5445 3.7297 1.4921
31 C 5.7209 4.1667 -4.1528
32 C 6.1590 0.6675 -12.3073
33 C -4.2438 -4.5763 7.3647
34 C -4.9064 -4.0337 5.1456
35 C 1.1024 2.8781 -5.3393
36 C -5.5683 -1.5976 1.4883
37 C 9.0930 2.7708 3.1977
38 C 3.6139 1.6348 0.4420
39 C 4.7751 0.6349 -12.2597
40 C 6.8721 1.9264 3.0910
41 C -5.2935 -0.4846 2.2655
42 C -8.6164 -3.8208 2.1259
43 C 0.7956 -0.0018 -9.6340
44 C 4.7777 -0.1987 -10.1408
45 C -3.8958 -4.3293 6.0461
46 C 7.3988 3.7678 1.8591
47 C 6.1548 3.5147 -1.8971
48 C -0.7180 -4.7686 11.1807
49 C 6.8641 0.2395 -11.1937
50 C -7.3853 0.4143 1.5482
51 C -9.8975 -3.7397 1.6041
52 C 3.3463 0.2304 1.0976
53 C -7.5657 -0.7418 0.8074
54 C -6.2237 0.5417 2.2932
55 C 1.6369 1.8657 -3.2550
56 C -9.3615 -5.6992 3.3992
57 C 1.1762 1.7393 -4.5555
58 C 7.0916 4.2732 -4.3273
59 C 1.4915 4.0933 -4.7952
60 C -5.5791 -4.5201 7.7276
61 C 7.5052 3.6545 -2.1752
62 H 1.7082 1.0017 -2.6023
63 H 0.9112 4.5383 2.1569
64 H -3.3738 1.9048 0.2628
65 H -4.6827 -3.8301 4.1033
66 H 5.0424 4.3815 -4.9686
67 H 1.6622 -0.2309 -10.2411
68 H -7.8476 -3.1161 1.8225
69 H 0.7456 2.8170 -6.3582
70 H 1.8751 1.2120 -8.2204
71 H -2.4177 0.6523 1.1013
72 H 7.5103 4.5704 -5.2827
73 H -8.1349 1.1940 1.5430
74 H 8.4172 1.0449 4.2954
75 H -7.5697 -4.1666 6.9843
76 H 4.1853 -0.5389 -9.2980
77 H -0.5927 -1.1324 -10.8216
78 H -4.3952 -4.6125 12.1063
79 H -2.5288 -0.5452 -9.3600
80 H 6.6755 -0.5437 -9.1961
81 H 0.8812 0.7746 -4.9459
82 H -11.4303 -6.1948 3.0590
83 H 6.6713 1.0194 -13.1923
84 H -7.3614 -4.9192 3.4769
85 H 1.2911 1.5720 0.8700
86 H 7.0516 4.5245 1.1637
87 H -9.1900 -6.4940 4.1134
88 H 9.4117 4.5103 1.9673
89 H -0.3122 -5.2539 13.2340
90 H -5.8883 -4.7061 8.7470
91 H -1.4970 -4.2655 9.2375
92 H -2.7221 -5.1546 13.8723
93 H -4.3748 -0.4221 2.8336
94 H 4.2415 -0.4027 1.1283
95 H 6.1059 1.2128 3.3744
96 H 7.9469 0.2508 -11.1905
97 H -0.0266 4.1355 0.6411
98 H 8.2536 3.4617 -1.4138
99 H 2.2613 5.0385 -3.0183
100 H 2.9575 0.4440 2.1131
101 H 10.1084 2.7310 3.5723
102 H -1.5580 1.8143 0.0844
103 H -2.8637 -4.3647 5.7235
104 H -2.7632 2.1950 2.8412
105 H 4.1819 3.6818 -2.7335
106 H 2.3507 3.6304 -0.1667
107 H 4.5719 2.0402 0.8252
108 H 0.3149 -4.8019 10.8618
109 H -10.1578 -2.9705 0.8846
110 H -8.4604 -0.8882 0.2124
111 H 2.5173 -0.2602 0.5603
112 H -2.1226 0.9220 -7.3862
113 H -2.5869 3.6354 1.8289
114 H 5.8228 3.2071 -0.9135
115 H -4.8683 -2.4244 1.4319
116 H 2.7747 3.1282 2.1662
117 H 4.1810 0.9631 -13.1052
118 H 3.6959 1.5707 -0.6602
119 H -6.0456 1.4296 2.8873
120 H 1.4466 5.0055 -5.3751
121 H -3.4869 -4.8093 8.1010

***

[4]
Density functional theory data (wB97M-V/def2-TZVPD) for a structure of composition C50H64ClFGe2N3O5RbSi3.

Energy   -8090.6426 a.u.
2S+1   1
E_HOMO   -4.6 eV
ΔE to the lowest compared entry with this formula, charge and spin   10.9 kcal/mol
Frontier orbital gap   2.41 eV

CARTESIAN COORDINATES (ANGSTROEM)
1 Rb -0.6102 0.4395 -2.0504
2 Ge -2.2744 2.6837 0.2871
3 Ge -0.8450 -2.6037 -2.8408
4 Cl 4.1838 5.1787 -7.6659
5 Si -4.1280 3.2739 -1.1730
6 Si -2.9466 2.6173 2.6244
7 Si -0.2806 4.0555 -0.1590
8 F 4.4898 -0.0068 2.5758
9 O -3.0503 -1.3379 0.1675
10 O -2.6184 0.8024 -0.1768
11 O -0.3297 2.0118 -3.8733
12 O 1.5447 1.3694 -2.8386
13 O 0.0579 1.0317 0.4868
14 N 5.9912 -1.8259 6.8305
15 N 3.9064 -1.2252 5.0484
16 N -0.7228 -1.4364 3.6081
17 C 1.0758 -3.1866 -0.6880
18 C -1.0828 -2.3220 4.7127
19 C 1.7431 2.7694 -4.7435
20 C 2.7960 -2.8034 -5.1597
21 C 1.6050 -1.3307 4.3098
22 C 4.9947 -0.2818 5.2098
23 C -0.6613 -3.7669 4.4477
24 C 4.3674 -2.5947 5.1553
25 C 1.4014 -5.2273 0.5415
26 C -4.8345 4.9552 -0.6259
27 C 1.8577 4.2433 -6.6488
28 C 1.7179 -3.8918 0.3213
29 C 4.8981 -2.8201 6.5645
30 C -2.0481 -4.3389 -4.9958
31 C 1.8282 -3.0455 -4.1920
32 C -2.1328 -3.9040 -3.6730
33 C 3.1291 2.7765 -4.6598
34 C -3.6251 3.4222 -2.9893
35 C 0.4488 -5.8420 -0.2602
36 C 1.4832 3.5587 0.2780
37 C 2.2164 0.0764 1.9941
38 C -1.4439 2.3681 3.7781
39 C -4.3123 1.3149 2.8432
40 C 0.5624 -2.4638 -4.2732
41 C 1.2610 -1.3873 -6.3381
42 C 2.5165 -1.9721 -6.2347
43 C -0.7848 5.4853 0.9990
44 C 0.5839 -1.0300 3.4060
45 C -0.1563 0.1979 1.3651
46 C 1.1154 3.5010 -5.7426
47 C -4.1259 -5.5378 -4.7906
48 C 0.8923 -0.2641 2.2659
49 C -0.4090 4.6783 -1.9331
50 C -1.4478 -0.3984 1.5753
51 C 2.9159 -0.9460 4.0635
52 C -3.7330 4.2333 3.2422
53 C 3.1998 -0.2890 2.8699
54 C -1.6634 -1.1778 2.6561
55 C 0.9193 1.9755 -3.7376
56 C 3.2386 4.2414 -6.5405
57 C -2.4567 -0.3257 0.4668
58 C -3.2437 -4.3037 -2.9253
59 C -5.5174 1.9996 -1.0318
60 C 0.1124 -3.7840 -1.5075
61 C -4.2264 -5.1187 -3.4703
62 C 3.8874 3.5120 -5.5574
63 C -0.1845 -5.1270 -1.2714
64 C -3.0356 -5.1437 -5.5526
65 C 0.3029 -1.6306 -5.3642
66 C 5.5235 -0.4118 6.6313
67 H -0.6679 -1.1469 -5.4394
68 H -0.6008 1.9181 3.2517
69 H -1.6707 1.7432 4.6461
70 H -1.1230 -4.1223 3.5265
71 H 6.7531 -2.0030 6.1714
72 H -4.1296 0.4143 2.2569
73 H 3.5953 2.1909 -3.8785
74 H 3.2735 -1.7670 -6.9825
75 H 1.4068 -1.8685 5.2266
76 H -4.8965 -6.1659 -5.2229
77 H -3.9491 4.1565 4.3109
78 H -0.9276 -5.6191 -1.8898
79 H 0.2030 -6.8864 -0.0986
80 H -3.0761 5.0939 3.0964
81 H -5.1564 4.9377 0.4180
82 H -1.1122 3.3418 4.1457
83 H -3.1154 4.3674 -3.1838
84 H -5.1481 1.0014 -1.2750
85 H -2.9519 2.6200 -3.3017
86 H -5.9303 1.9625 -0.0208
87 H -2.9545 -5.4640 -6.5858
88 H 3.5360 -3.2735 4.9756
89 H -0.5884 3.8578 -2.6321
90 H 0.0349 3.4764 -5.7956
91 H 1.5463 3.1185 1.2752
92 H 1.3324 -2.1412 -0.8542
93 H 1.3767 4.8159 -7.4302
94 H -5.0802 -5.4174 -2.8713
95 H -0.1641 6.3686 0.8350
96 H 5.8197 -0.4500 4.5012
97 H 1.9008 -5.7860 1.3261
98 H -0.6974 5.1985 2.0507
99 H -5.2507 1.7410 2.4815
100 H 4.6299 0.7311 5.0544
101 H -1.1954 -4.0435 -5.5973
102 H 2.4680 -3.4014 0.9371
103 H -0.9700 -4.4116 5.2705
104 H -1.2257 5.3977 -2.0283
105 H 3.7765 -3.2603 -5.0742
106 H -0.6452 -1.9389 5.6356
107 H -1.8263 5.7696 0.8180
108 H -4.4596 1.0239 3.8860
109 H 4.7294 -0.2184 7.3496
110 H 6.3619 -1.9492 7.7713
111 H -5.6973 5.2161 -1.2423
112 H -4.6737 4.4444 2.7294
113 H 4.9676 3.5213 -5.5016
114 H 2.4513 0.6079 1.0793
115 H 5.1608 -2.8275 4.4248
116 H 1.8503 2.8260 -0.4449
117 H 2.0600 -3.6972 -3.3563
118 H 4.1087 -2.6450 7.2925
119 H -4.5121 3.3827 -3.6251
120 H 2.1304 4.4384 0.2418
121 H -2.6252 -1.6488 2.8121
122 H -2.1635 -2.2743 4.8285
123 H -6.3283 2.2423 -1.7216
124 H -3.3366 -3.9516 -1.9013
125 H 0.4192 -3.8452 4.3251
126 H 6.3595 0.2605 6.8167
127 H -4.0929 5.7511 -0.7332
128 H 5.3009 -3.8232 6.6944
129 H 0.5160 5.1712 -2.2431
130 H 1.0376 -0.7313 -7.1720